Model one:
Formula: C9H14
Source: OMol25
Level of theory: ωB97M-V/def2-TZVPD

```
23
Properties=species:S:1:pos:R:3:mulliken_charge:R:1
C -0.71 -1.68 1.94 -1.295
C -0.94 -0.36 1.23 0.753
C -0.04 0.08 0.21 -0.306
C -0.46 1.11 -0.66 0.172
C -1.61 1.74 -0.47 -0.626
C -2.45 1.27 0.56 -0.119
C -2.22 0.27 1.44 -0.730
H 0.17 -1.93 2.63 0.304
H -0.91 -2.52 1.22 0.265
H -1.60 -1.88 2.62 0.329
H 0.91 -0.49 0.19 0.321
H 0.23 1.53 -1.51 0.158
H -2.02 2.44 -1.27 0.286
H -3.45 1.87 0.66 0.185
H -2.79 -0.25 2.22 0.294
C 2.73 -0.34 -1.97 -0.631
C 3.96 -1.12 -1.59 -0.916
H 2.26 -0.07 -1.05 -0.058
H 2.86 0.44 -2.63 0.460
H 2.01 -0.96 -2.51 0.331
H 3.78 -1.66 -0.69 0.320
H 4.77 -0.43 -1.61 0.270
H 4.21 -1.89 -2.40 0.234
```

Output
Multiplicity: 1
LUMO energy in eV: 1.0
SMILES string: Cc1ccccc1.CC
HOMO energy in eV: -8.95
Kohn-Sham gap in eV: 9.922



Model two:
Formula: C9H14
Source: OMol25
Level of theory: ωB97M-V/def2-TZVPD

```
23
Properties=species:S:1:pos:R:3:mulliken_charge:R:1
C 0.32 2.34 3.54 -1.380
C 0.14 1.55 2.27 0.770
C 0.69 1.93 1.06 -0.494
C 0.56 1.12 -0.07 -0.503
C -0.17 -0.05 0.01 0.152
C -0.82 -0.38 1.20 -0.511
C -0.65 0.38 2.33 -0.428
H -0.64 2.63 3.97 0.320
H 0.89 3.26 3.37 0.363
H 0.87 1.77 4.29 0.305
H 1.37 2.77 1.06 0.281
H 0.82 1.51 -1.04 0.326
H -0.30 -0.68 -0.86 0.014
H -1.41 -1.29 1.16 0.348
H -1.17 0.21 3.27 0.368
C 0.16 -2.77 -2.81 -0.723
C -0.34 -1.54 -3.57 -0.807
H -0.42 -3.64 -3.13 0.260
H 1.19 -2.96 -3.09 0.248
H 0.19 -2.66 -1.73 0.258
H 0.10 -0.63 -3.15 0.190
H 0.04 -1.55 -4.59 0.344
H -1.41 -1.34 -3.47 0.297
```

Output
Multiplicity: 1
LUMO energy in eV: 1.0
SMILES string: Cc1ccccc1.CC
HOMO energy in eV: -9.02
Kohn-Sham gap in eV: 10.059



Model three:
Formula: C9H14
Source: OMol25
Level of theory: ωB97M-V/def2-TZVPD

```
23
Properties=species:S:1:pos:R:3:mulliken_charge:R:1
C 1.61 -0.23 -2.01 -1.556
C 0.99 0.54 -0.85 1.344
C 1.50 0.30 0.44 -0.603
C 1.01 1.02 1.52 -0.417
C -0.09 1.88 1.28 -0.700
C -0.51 2.12 0.01 -0.147
C -0.01 1.44 -1.13 -0.818
H 2.65 0.05 -2.15 0.346
H 1.03 0.01 -2.91 0.376
H 1.58 -1.31 -1.93 0.296
H 2.27 -0.46 0.54 0.408
H 1.23 0.79 2.55 0.405
H -0.47 2.60 2.00 0.381
H -1.35 2.79 -0.15 0.317
H -0.30 1.60 -2.16 0.341
C -0.84 -2.10 0.94 -0.678
C -1.97 -1.24 0.35 -0.723
H -1.27 -3.10 0.87 0.343
H 0.08 -2.02 0.37 0.113
H -0.57 -1.85 1.96 0.222
H -1.59 -0.73 -0.55 0.155
H -2.14 -0.27 0.84 0.230
H -2.85 -1.83 0.16 0.367
```

Output
Multiplicity: 1
LUMO energy in eV: 1.1
SMILES string: Cc1ccccc1.CC
HOMO energy in eV: -9.11
Kohn-Sham gap in eV: 10.170



Model four:
Formula: C9H14
Source: OMol25
Level of theory: ωB97M-V/def2-TZVPD

```
23
Properties=species:S:1:pos:R:3:mulliken_charge:R:1
C 1.67 3.58 -1.13 -1.203
C 1.37 2.08 -1.00 0.796
C 2.24 1.42 -0.20 -0.367
C 2.09 -0.03 0.09 -0.558
C 1.03 -0.66 -0.53 -0.563
C 0.23 0.03 -1.43 -0.498
C 0.32 1.40 -1.60 -0.329
H 2.50 3.96 -1.67 0.329
H 2.06 4.00 -0.17 0.321
H 0.61 4.19 -1.40 0.220
H 3.18 1.90 0.18 0.247
H 2.74 -0.44 0.83 0.419
H 1.08 -1.72 -0.60 0.476
H -0.41 -0.37 -2.21 0.395
H -0.51 1.97 -2.00 0.312
C -1.94 -3.05 1.90 -0.862
C -3.21 -2.32 1.25 -0.836
H -1.90 -3.38 2.94 0.341
H -1.75 -3.95 1.47 0.358
H -0.95 -2.47 1.78 0.154
H -4.10 -2.75 1.33 0.404
H -2.97 -2.05 0.28 0.251
H -3.37 -1.33 1.89 0.193
```

Output
Multiplicity: 1
LUMO energy in eV: 1.0
SMILES string: Cc1ccccc1.CC
HOMO energy in eV: -9.07
Kohn-Sham gap in eV: 10.079



Of them, model two has the highest stability.



Model one:
Formula: C9H14
Source: OMol25
Level of theory: ωB97M-V/def2-TZVPD

```
23
Properties=species:S:1:pos:R:3:mulliken_charge:R:1
C -1.13 -0.36 -3.31 -1.368
C -1.42 -0.36 -1.84 0.834
C -1.23 -1.52 -1.08 -0.391
C -1.47 -1.51 0.28 -0.529
C -1.86 -0.34 0.92 -0.419
C -2.00 0.83 0.20 -0.574
C -1.88 0.78 -1.19 -0.238
H -2.04 -0.23 -3.92 0.310
H -0.70 -1.30 -3.59 0.356
H -0.54 0.50 -3.61 0.319
H -0.99 -2.42 -1.64 0.268
H -1.33 -2.43 0.84 0.367
H -2.10 -0.45 1.97 0.365
H -2.14 1.77 0.73 0.375
H -2.32 1.55 -1.81 0.327
C 3.13 0.00 1.88 -0.810
C 2.68 1.37 2.40 -0.781
H 2.59 -0.84 2.32 0.266
H 3.01 -0.04 0.80 0.264
H 4.19 -0.10 2.09 0.284
H 1.62 1.53 2.21 0.220
H 3.11 2.21 1.86 0.288
H 2.83 1.37 3.48 0.268
```

Output
Multiplicity: 1
LUMO energy in eV: 1.0
SMILES string: Cc1ccccc1.CC
HOMO energy in eV: -8.95
Kohn-Sham gap in eV: 9.923



Model two:
Formula: C9H14
Source: OMol25
Level of theory: ωB97M-V/def2-TZVPD

```
23
Properties=species:S:1:pos:R:3:mulliken_charge:R:1
C 3.08 -0.20 -0.92 -1.418
C 1.90 -0.76 -0.20 0.770
C 1.90 -0.82 1.19 -0.301
C 0.80 -1.29 1.88 -0.523
C -0.34 -1.68 1.19 -0.472
C -0.35 -1.67 -0.21 -0.584
C 0.77 -1.19 -0.88 -0.323
H 4.01 -0.60 -0.52 0.352
H 3.11 0.88 -0.79 0.292
H 3.04 -0.39 -1.99 0.362
H 2.77 -0.52 1.76 0.358
H 0.80 -1.39 2.96 0.383
H -1.17 -2.11 1.74 0.383
H -1.22 -2.06 -0.72 0.424
H 0.74 -1.12 -1.96 0.294
C -2.75 1.22 -0.01 -0.631
C -2.21 2.50 -0.67 -0.845
H -3.14 0.46 -0.68 0.275
H -1.99 0.83 0.66 0.081
H -3.53 1.49 0.72 0.325
H -2.63 2.62 -1.67 0.258
H -2.43 3.38 -0.09 0.291
H -1.14 2.42 -0.80 0.248
```

Output
Multiplicity: 1
LUMO energy in eV: 1.0
SMILES string: Cc1ccccc1.CC
HOMO energy in eV: -9.03
Kohn-Sham gap in eV: 10.035



Of them, model two has the highest stability.